[1]
C14H28FO10S2Tl | wB97M-V/def2-TZVPD

molecular weight = 643.88 g mol⁻¹
relative energy (zero: lowest compared OMol25 entry of this formula, charge and spin) = 66.32 kcal/mol
net charge = +2

```
56
Properties=species:S:1:pos:R:3:forces:R:3
Tl -3.341 -1.367 1.411 0.434 0.107 -0.117
F -0.790 -0.682 0.279 -0.474 0.186 -0.101
O -2.998 -2.020 -1.730 0.101 0.047 0.486
C -2.152 -2.039 -2.584 -0.427 0.789 -1.249
O -2.305 -1.410 -3.751 -0.326 -0.202 -0.062
C -1.189 -1.653 -4.638 1.209 -0.355 0.125
C -0.256 -2.637 -3.914 -0.362 -0.109 -0.794
C -0.795 -2.670 -2.552 -0.513 -0.746 2.191
H -0.675 -0.701 -4.767 -0.352 0.126 -0.442
H -1.465 -2.155 -5.566 -0.630 0.806 0.001
H 0.779 -2.295 -3.901 -0.018 -0.401 -0.372
H -0.392 -3.617 -4.371 0.595 0.055 -0.073
H -0.309 -2.026 -1.819 0.387 0.193 0.411
H -0.937 -3.649 -2.093 0.442 -0.064 0.035
O -2.876 1.516 1.445 1.797 1.020 -0.164
C -2.072 2.446 1.345 -0.995 0.081 -0.212
O -2.498 3.682 1.084 -0.153 -0.527 -0.023
C -1.429 4.623 0.986 1.286 0.473 0.238
C -0.151 3.953 1.460 -0.564 -1.109 0.577
C -0.547 2.460 1.451 0.141 -0.193 0.558
H -1.639 5.539 1.538 -0.440 -0.223 -0.144
H -1.246 4.844 -0.065 -0.486 0.194 -0.563
H 0.193 4.357 2.412 -0.194 -0.170 0.254
H 0.722 4.055 0.815 0.041 0.115 -0.454
H -0.213 1.835 2.279 0.140 0.269 0.241
H -0.171 1.922 0.581 -0.287 -0.201 -0.425
O 0.297 3.717 -1.634 -0.341 -1.327 -0.150
S 0.010 2.833 -2.762 0.097 0.871 -1.264
O -0.207 3.491 -4.034 0.276 -1.339 1.464
O 1.274 1.809 -2.957 -1.324 0.575 0.690
C 1.712 1.029 -1.811 1.369 0.840 0.323
C 2.361 -0.210 -2.337 -0.102 -0.392 -0.578
C -1.419 1.676 -2.406 1.847 1.423 0.056
H 0.968 0.914 -1.022 -0.635 -0.417 -0.403
H 2.490 1.578 -1.280 0.117 0.569 -0.195
H 2.920 -0.750 -1.572 -0.548 -0.214 0.224
H 3.135 -0.008 -3.077 -0.126 0.493 -0.109
H 1.603 -0.789 -2.864 0.174 -0.451 0.292
H -1.988 2.221 -1.652 -0.355 -0.188 -0.321
H -0.926 0.814 -1.956 -0.437 -0.290 -0.125
H -1.883 1.555 -3.384 -0.169 -0.223 0.362
O -0.664 -0.851 3.135 3.147 0.266 0.604
S 0.818 -0.698 3.304 1.791 0.531 -0.091
O 1.445 0.633 3.523 -2.087 -2.910 -0.422
O 1.461 -1.660 4.544 -1.311 3.209 -2.161
C 0.967 -2.948 4.637 -0.130 -1.955 0.627
C 1.223 -3.392 6.067 0.070 -0.193 0.242
C 1.777 -1.440 1.839 -0.708 0.441 1.258
H 1.520 -3.623 3.983 0.585 -0.081 -0.263
H -0.042 -3.059 4.240 -0.408 0.335 0.553
H 0.718 -2.793 6.824 -0.479 -0.069 -0.259
H 2.274 -3.260 6.325 0.164 -0.093 -0.334
H 1.001 -4.453 6.180 -0.163 0.095 0.076
H 2.786 -1.699 2.158 -0.099 0.345 0.421
H 1.810 -0.590 1.157 -0.215 -0.425 -0.233
H 1.307 -2.362 1.497 -0.350 0.417 -0.204
```
Positions in Å, forces in eV/Å.

Atomic charges from the Löwdin analysis, expressed in e, are listed below: Tl 1.1006; F -0.3585; O 0.1357; C -0.4438; O 0.0845; C -0.0754; C -0.1224; C -0.0706; H 0.1345; H 0.1456; H 0.1172; H 0.1395; H 0.1217; H 0.1547; O 0.0764; C -0.3611; O 0.1196; C -0.0851; C -0.0736; C -0.0132; H 0.1558; H 0.1408; H 0.1445; H 0.1329; H 0.1054; H 0.1116; O -0.2593; S 0.6951; O -0.2203; O -0.2146; C -0.2640; C -0.0345; C -0.0392; H 0.0786; H 0.1368; H 0.0962; H 0.1063; H 0.0522; H 0.0648; H 0.0342; H 0.0812; O -0.3943; S 0.7688; O -0.2922; O -0.2104; C -0.3136; C -0.0359; C -0.0699; H 0.1299; H 0.1186; H 0.0930; H 0.0928; H 0.0934; H 0.0790; H 0.0417; H 0.0683

[2]
C14H28LaN6O6 | wB97M-V/def2-TZVPD

molecular weight = 515.32 g mol⁻¹
relative energy (zero: lowest compared OMol25 entry of this formula, charge and spin) = 0.00 kcal/mol
net charge = +1

```
55
Properties=species:S:1:pos:R:3:forces:R:3
O -0.658 -0.819 -3.758 1.301 1.104 0.009
H -0.103 -0.367 -4.397 -0.120 -0.492 -0.482
La -0.422 -0.096 -1.490 4.903 -2.977 2.674
N -0.567 2.048 0.263 -1.943 0.220 1.808
N 1.278 1.757 -1.425 1.122 -0.933 -0.585
N -2.105 -0.905 0.294 -1.579 -2.784 0.499
N -1.466 -2.308 -1.782 -2.593 -2.379 1.076
O -1.572 2.195 1.090 2.582 0.110 -1.604
O -2.605 -0.177 1.348 0.635 1.279 -0.110
O -1.414 -2.857 -3.005 0.155 -0.531 0.852
O 2.157 0.934 -1.839 -1.054 2.010 0.009
C 1.566 2.708 -0.499 -0.886 -0.114 1.493
C 0.495 2.888 0.439 0.574 0.392 -1.174
C -2.510 -2.191 0.307 1.360 3.103 0.766
C -2.091 -2.998 -0.824 1.616 0.807 -2.312
C 0.582 3.871 1.551 -0.145 0.423 0.643
H 1.135 3.434 2.413 -0.341 0.226 -0.466
H -0.427 4.169 1.908 0.667 -0.321 -0.279
H 1.128 4.781 1.239 -0.254 -0.509 0.108
C 2.888 3.375 -0.376 0.518 0.214 -0.402
H 3.453 3.136 -1.300 -0.108 0.286 0.667
H 3.465 3.011 0.510 -0.511 0.263 -0.613
H 2.754 4.484 -0.291 0.182 -0.932 -0.044
C -3.297 -2.755 1.438 -0.252 0.047 0.156
C -2.370 -4.459 -0.917 -0.115 -0.121 -0.108
H -3.550 -1.947 2.125 -0.049 -0.281 -0.044
H -2.714 -3.513 1.975 0.009 0.146 -0.132
H -4.216 -3.251 1.105 0.186 0.130 -0.079
H -1.569 -4.958 -1.478 -0.255 0.217 0.036
H -3.322 -4.669 -1.427 0.230 0.032 0.135
H -2.399 -4.882 0.091 -0.128 -0.015 -0.208
H -2.244 0.787 1.222 -0.583 -1.555 0.147
H -1.080 -1.955 -3.556 0.198 -1.131 -0.433
C -1.958 0.838 -2.540 -5.789 4.458 -3.904
H -1.648 1.830 -2.120 -0.426 -0.134 -0.014
H -2.878 0.449 -2.046 0.529 0.211 -0.064
H -2.123 0.916 -3.647 0.108 -0.024 1.326
O -4.046 3.129 -0.145 -0.778 -1.510 0.944
H -4.800 2.557 0.188 1.257 1.129 -0.664
H -3.276 2.765 0.340 -0.561 0.409 -0.336
C 5.097 -1.260 0.355 0.928 -0.157 0.087
C 3.707 -0.957 0.744 -0.786 0.329 0.669
C 3.120 -0.688 1.988 -0.464 -0.096 -0.956
C 1.735 -0.500 1.726 1.128 -0.332 -1.237
N 1.497 -0.636 0.400 0.753 0.117 0.754
N 2.716 -0.908 -0.161 -0.144 -0.227 0.007
C 0.647 -0.174 2.673 -0.416 0.020 0.488
H 5.764 -0.397 0.500 -0.260 -0.234 0.039
H 5.499 -2.091 0.956 -0.165 0.332 -0.197
H 5.177 -1.551 -0.693 -0.105 0.005 0.037
H 3.632 -0.636 2.932 -0.047 -0.045 0.095
H 2.852 -0.901 -1.183 -0.249 -0.169 1.091
H -0.223 -0.833 2.527 0.269 0.247 0.062
H 1.007 -0.290 3.705 -0.201 0.066 -0.333
H 0.301 0.864 2.544 0.097 -0.329 0.103
```
Positions in Å, forces in eV/Å.

Atomic charges from the Löwdin analysis, expressed in e, are listed below: O -0.3735; H 0.0410; La 1.9536; N -0.0491; N -0.1656; N -0.1017; N -0.1573; O -0.1090; O -0.0901; O -0.0621; O -0.1068; C -0.2175; C -0.2338; C -0.2342; C -0.2535; C -0.0024; H 0.1142; H 0.1023; H 0.0950; C 0.0028; H 0.0971; H 0.1195; H 0.1091; C -0.0007; C -0.0066; H 0.0800; H 0.1033; H 0.1067; H 0.0957; H 0.1082; H 0.0818; H 0.0503; H -0.0343; C -0.2974; H 0.0228; H 0.0569; H 0.0651; O -0.0899; H 0.0739; H -0.0156; C -0.0133; C -0.2917; C 0.0374; C -0.3270; N -0.0518; N 0.0042; C -0.0189; H 0.0946; H 0.0989; H 0.0841; H 0.1132; H 0.1512; H 0.0804; H 0.0956; H 0.0650

[3]
C14H28O28S7Ti | wB97M-V/def2-TZVPD

molecular weight = 916.69 g mol⁻¹
spin multiplicity = 4
net charge = +1
E_tot = -171245.45313 eV

```
78
Properties=species:S:1:pos:R:3:forces:R:3
Ti -0.361 0.546 -0.429 0.277 -0.062 0.018
C -5.590 -0.923 -0.065 0.114 0.528 1.031
C -5.510 -0.360 -1.478 1.480 -0.972 -0.332
O -4.543 -1.269 -2.090 2.101 -0.355 -0.256
S -3.369 -1.810 -1.029 -1.180 0.330 -0.295
O -2.476 -0.733 -0.606 -1.421 -1.290 -0.691
O -2.727 -3.054 -1.504 -2.540 3.129 1.382
O -4.578 -1.914 0.153 2.187 -1.359 -1.336
H -6.545 -1.391 0.177 0.152 0.151 0.100
H -5.274 -0.136 0.619 -0.882 0.153 0.203
H -5.112 0.654 -1.447 -0.009 -0.044 -0.245
H -6.383 -0.428 -2.127 -0.020 -0.069 0.396
C 2.221 -1.212 -5.372 -0.700 -0.481 -0.422
C 0.768 -1.208 -5.865 -1.181 0.522 -2.349
O -0.190 -1.276 -4.823 1.438 0.990 2.497
S 0.644 -1.472 -3.362 -0.612 -3.400 -2.036
O 0.581 -2.941 -3.243 0.705 3.457 0.563
O 0.182 -0.607 -2.306 0.840 -1.066 -1.735
O 2.126 -0.978 -3.971 -1.434 -0.284 1.561
H 2.821 -0.408 -5.799 -0.192 0.081 0.116
H 2.691 -2.154 -5.651 0.117 -0.111 0.627
H 0.464 -1.939 -6.614 0.717 -1.043 0.503
H 0.528 -0.357 -6.503 0.229 0.918 0.646
C 0.867 2.150 -4.527 -0.881 0.352 -1.122
C 1.730 3.379 -4.305 -0.317 1.519 -0.002
O 1.485 3.819 -2.938 -0.379 0.085 1.665
S 0.008 3.380 -2.413 -0.725 -0.304 -5.180
O -1.071 4.167 -3.071 3.007 -1.709 2.294
O -0.006 3.072 -1.014 0.193 -0.005 -0.944
O 0.173 1.986 -3.356 -1.859 -0.197 4.015
H 1.379 1.221 -4.777 0.330 0.258 0.357
H 0.065 2.277 -5.255 0.494 0.407 -0.749
H 1.393 4.278 -4.821 0.158 -0.492 -0.897
H 2.791 3.207 -4.483 -0.077 0.135 0.547
C -2.386 2.977 3.693 0.348 0.429 -0.255
C -2.920 1.534 3.766 0.235 1.250 2.526
O -2.827 0.980 2.483 -1.412 0.445 -1.445
S -3.252 2.150 1.432 -2.351 2.966 0.634
O -4.705 2.536 1.355 4.172 -1.855 0.927
O -2.603 1.954 0.179 0.346 -0.384 0.607
O -2.456 3.323 2.303 -0.407 -1.169 -1.504
H -1.374 3.028 4.097 0.133 0.083 -0.728
H -2.947 3.771 4.186 -0.457 -0.583 0.360
H -3.891 1.673 4.240 -0.620 -0.968 -0.776
H -2.312 0.948 4.455 0.027 -0.160 -0.355
C 4.620 -1.690 0.632 1.314 -0.607 2.007
C 4.036 -0.999 1.917 0.782 -1.544 -0.704
O 3.409 0.171 1.444 -0.693 1.416 -1.323
S 3.518 0.346 -0.183 0.892 1.295 -0.690
O 4.711 1.224 -0.467 -3.787 -3.181 0.657
O 2.216 0.693 -0.811 3.052 -0.992 1.841
O 3.791 -1.305 -0.383 -1.644 2.967 -1.963
H 4.583 -2.774 0.740 -0.220 0.059 -0.112
H 5.646 -1.427 0.376 0.140 0.239 0.370
H 4.794 -0.771 2.666 -0.075 0.177 -0.162
H 3.279 -1.666 2.330 -0.102 0.237 0.155
C 2.215 3.136 4.399 1.282 -1.570 1.202
C 1.405 2.347 5.439 -1.420 1.938 0.150
O 0.399 1.769 4.587 -0.351 -1.242 -0.679
S 1.183 0.927 3.395 -0.969 1.383 1.850
O 0.389 0.935 2.171 1.611 0.378 1.991
O 1.534 -0.342 4.015 0.390 1.881 -1.583
O 2.379 2.106 3.452 -0.123 -2.892 -3.112
H 3.246 3.285 4.718 -0.110 0.391 0.300
H 1.853 4.047 3.922 -0.681 -0.195 0.387
H 0.886 3.023 6.118 -0.207 -0.080 -0.043
H 1.867 1.582 6.064 0.630 0.050 -0.542
C 0.259 -4.741 2.407 -1.508 -0.973 2.029
C -0.616 -5.251 1.245 1.769 0.448 0.782
O -0.826 -4.076 0.486 0.431 2.099 -0.540
S 0.426 -2.966 0.615 0.056 -1.405 -0.659
O -0.124 -1.598 0.658 1.139 -3.145 0.451
O 1.490 -3.288 -0.326 -1.875 0.889 1.495
O 0.927 -3.573 2.077 0.711 2.325 -2.337
H 0.911 -5.510 2.821 0.429 0.155 -0.468
H -0.340 -4.403 3.253 -0.578 -0.515 0.049
H -1.531 -5.671 1.662 -0.121 0.264 -0.509
H -0.042 -5.976 0.667 -0.311 -0.072 -0.207
```
Positions in Å, forces in eV/Å.

Atomic charges from the Löwdin analysis, expressed in e, are listed below: Ti 0.6231; C -0.1640; C -0.1155; O -0.2173; S 0.8032; O -0.3168; O -0.2178; O -0.2101; H 0.1391; H 0.1080; H 0.1258; H 0.1391; C -0.1625; C -0.2071; O -0.1777; S 0.7880; O -0.2245; O -0.3086; O -0.2004; H 0.1323; H 0.1333; H 0.1339; H 0.1184; C -0.2003; C -0.1054; O -0.2054; S 0.7700; O -0.2312; O -0.2485; O -0.2437; H 0.1038; H 0.1411; H 0.1327; H 0.1384; C -0.1538; C -0.1893; O -0.1690; S 0.7320; O -0.2511; O -0.2575; O -0.1870; H 0.1008; H 0.1353; H 0.1339; H 0.1347; C -0.2105; C -0.1444; O -0.2339; S 0.8314; O -0.2417; O -0.2840; O -0.1842; H 0.1417; H 0.1305; H 0.1417; H 0.1157; C -0.1409; C -0.1465; O -0.2556; S 0.7559; O -0.2556; O -0.2193; O -0.2232; H 0.1391; H 0.1418; H 0.1345; H 0.1369; C -0.2060; C -0.1444; O -0.1995; S 0.7873; O -0.2974; O -0.2238; O -0.1912; H 0.1378; H 0.1295; H 0.1422; H 0.1337